The following is a DFT calculation (wB97M-V/def2-TZVPD) of a 9-piece molecular cluster, C44H96O13 overall at a distorted geometry.

Each line ends with the Löwdin charge.
Element x y z (Å)
C 12.856 -9.365 10.010  -0.1302
C 12.708 -10.150 11.319  -0.2526
C 11.983 -9.321 12.439  -0.1727
C 11.562 -10.185 13.739  -0.2127
C 10.936 -9.281 14.760  -0.3120
C 11.073 -9.886 16.151  -0.1002
H 11.910 -9.462 9.478  0.0693
H 13.657 -9.783 9.400  0.0716
H 13.149 -8.343 10.248  0.0502
H 12.040 -10.909 10.911  0.0948
H 13.627 -10.620 11.669  0.1042
H 11.049 -8.917 12.050  0.0949
H 12.572 -8.427 12.646  0.0901
H 10.895 -10.966 13.375  0.1091
H 12.374 -10.725 14.227  0.0989
H 11.292 -8.257 14.640  0.1020
H 9.892 -9.200 14.455  0.1020
H 10.446 -9.430 16.917  0.0706
H 10.770 -10.925 16.023  0.0751
H 12.143 -9.782 16.329  0.0648
C 15.371 -8.338 15.724  -0.0828
C 15.807 -7.665 14.374  -0.2673
C 16.565 -6.342 14.391  -0.2252
C 16.653 -5.726 12.979  -0.1977
C 15.270 -5.577 12.219  -0.2289
C 15.312 -4.464 11.126  -0.0997
H 16.235 -8.830 16.171  0.0661
H 14.606 -9.047 15.410  0.0500
H 14.966 -7.639 16.455  0.0650
H 16.416 -8.416 13.871  0.1043
H 14.951 -7.561 13.707  0.0717
H 17.543 -6.517 14.840  0.1026
H 15.995 -5.721 15.082  0.1067
H 17.368 -4.905 13.036  0.0952
H 17.357 -6.327 12.405  0.0948
H 14.909 -6.457 11.687  0.0778
H 14.480 -5.504 12.966  0.0979
H 14.305 -4.220 10.787  0.0617
H 15.600 -3.512 11.572  0.0640
H 16.032 -4.727 10.351  0.0638
C 23.673 -5.472 11.423  -0.0991
C 22.124 -5.238 11.390  -0.2465
C 21.653 -4.111 10.417  -0.2016
C 20.119 -3.977 10.318  -0.2140
C 19.673 -2.829 9.326  -0.2006
C 19.736 -3.333 7.826  -0.1028
H 24.076 -6.014 10.567  0.0570
H 23.868 -6.063 12.317  0.0541
H 24.121 -4.487 11.554  0.0667
H 21.664 -6.208 11.202  0.0876
H 21.799 -5.049 12.413  0.0925
H 22.072 -4.191 9.414  0.1104
H 22.021 -3.168 10.822  0.1069
H 19.681 -4.916 9.980  0.0863
H 19.554 -3.770 11.227  0.0967
H 18.782 -2.266 9.606  0.0979
H 20.433 -2.048 9.334  0.0887
H 19.082 -2.681 7.247  0.0494
H 20.651 -3.554 7.276  0.0644
H 19.377 -4.358 7.743  0.0391
C 13.149 -5.920 7.854  -0.1293
O 14.446 -5.918 7.354  -0.1905
C 15.199 -6.955 7.924  -0.1902
C 16.689 -6.885 7.499  -0.1842
O 17.360 -7.902 8.231  -0.1232
C 18.786 -7.817 7.929  -0.1718
C 19.585 -8.608 8.929  -0.1363
O 19.306 -10.007 8.513  -0.1857
C 19.678 -10.941 9.467  -0.1358
H 12.598 -6.818 7.573  0.0891
H 12.674 -4.995 7.528  0.0999
H 13.141 -5.886 8.944  0.0678
H 14.774 -7.852 7.473  0.1254
H 15.032 -7.012 8.999  0.1102
H 17.101 -5.966 7.915  0.1042
H 16.796 -6.796 6.418  0.1167
H 19.219 -6.818 7.878  0.1091
H 18.808 -8.267 6.936  0.1240
H 19.310 -8.379 9.959  0.1200
H 20.641 -8.406 8.748  0.1225
H 19.564 -11.926 9.013  0.0900
H 18.986 -10.874 10.306  0.0906
H 20.715 -10.859 9.793  0.0716
O 20.129 -9.829 15.201  0.0857
C 20.727 -9.131 14.393  -0.4773
O 21.506 -8.024 14.554  -0.0255
C 21.601 -7.519 15.897  -0.2227
C 22.189 -6.150 15.896  -0.0732
C 20.985 -9.744 12.986  0.0170
H 22.134 -8.201 16.559  0.1314
H 20.564 -7.432 16.224  0.1198
H 22.784 -5.982 14.998  0.0657
H 22.902 -6.009 16.709  0.0788
H 21.543 -5.275 15.821  0.0791
H 20.650 -10.759 12.777  0.0824
H 22.036 -9.574 12.753  0.0747
H 20.370 -9.271 12.220  0.0559
O 20.876 -5.879 5.192  0.1080
C 20.272 -5.314 4.327  -0.5988
O 19.505 -5.864 3.452  0.0223
C 18.985 -7.149 3.621  -0.2126
C 20.017 -8.262 3.309  -0.0586
C 20.334 -3.821 4.247  0.0198
H 18.220 -7.347 2.870  0.1206
H 18.472 -7.280 4.574  0.1051
H 20.709 -8.460 4.128  0.0692
H 20.493 -7.929 2.387  0.0815
H 19.674 -9.278 3.116  0.0730
H 20.112 -3.571 3.209  0.0892
H 21.323 -3.406 4.440  0.0989
H 19.636 -3.483 5.013  0.0678
O 22.836 -12.758 11.227  0.0837
C 23.238 -12.771 10.075  -0.4136
O 23.925 -11.737 9.354  -0.0441
C 24.128 -10.498 9.958  -0.2821
C 24.437 -9.531 8.837  -0.0663
C 22.933 -14.024 9.163  0.0207
H 24.916 -10.539 10.710  0.1285
H 23.255 -10.050 10.431  0.1012
H 23.759 -9.607 7.987  0.0843
H 25.492 -9.671 8.602  0.0774
H 24.355 -8.490 9.151  0.0642
H 23.925 -14.398 8.910  0.0774
H 22.355 -13.801 8.266  0.0772
H 22.379 -14.736 9.776  0.0781
O 16.337 -1.499 6.123  0.0773
C 16.613 -2.374 5.299  -0.4965
O 16.986 -2.115 4.059  -0.0003
C 17.403 -0.880 3.685  -0.2529
C 18.900 -0.508 4.007  -0.0350
C 16.604 -3.880 5.653  0.0356
H 16.687 -0.121 3.998  0.1224
H 17.353 -0.808 2.598  0.1167
H 18.983 -0.734 5.070  0.0654
H 19.095 0.539 3.775  0.0775
H 19.617 -1.150 3.494  0.0542
H 17.119 -4.459 4.886  0.0752
H 15.594 -4.279 5.754  0.0796
H 17.099 -3.965 6.620  0.0653
O 8.957 -4.099 10.907  0.0941
C 9.062 -5.123 11.533  -0.5488
O 9.679 -6.247 11.167  -0.0141
C 10.179 -6.466 9.824  -0.2030
C 9.086 -6.777 8.847  -0.0742
C 8.533 -5.170 12.966  0.0232
H 10.723 -7.409 9.876  0.0978
H 10.660 -5.553 9.471  0.1189
H 8.535 -7.707 8.982  0.0834
H 9.573 -6.973 7.891  0.0756
H 8.450 -5.906 8.690  0.0833
H 7.497 -4.838 12.909  0.0855
H 9.050 -4.413 13.558  0.0894
H 8.597 -6.205 13.300  0.0759

Forces on atoms 1 to 6 (eV/Å):
C 0.88 0.15 0.69
C -1.32 0.37 -0.12
C 0.14 -1.94 0.20
C 1.28 1.09 -1.91
C -1.57 0.17 -0.31
C -0.01 0.42 -0.92

Its LUMO energy is 0.60 eV. As for the gap between HOMO and LUMO: 10.38 eV. The calculation puts the electronic energy at -2712.030227 hartree.